Entry 1:
{
  "formula": "C24H23AlBr2N2O4S3",
  "method": "ωB97M-V/def2-TZVPD",
  "elements": ["Al", "C", "C", "N", "N", "C", "S", "S", "C", "C", "C", "C", "C", "C", "C", "C", "C", "C", "C", "C", "C", "O", "H", "H", "H", "H", "H", "H", "H", "H", "H", "H", "H", "H", "H", "H", "Br", "C", "Br", "H", "H", "C", "C", "C", "C", "C", "C", "C", "S", "O", "O", "O", "H", "H", "H", "H", "H", "H", "H"],
  "positions_angstrom": [[-0.4077, 0.9628, -0.0595], [0.7574, -2.5483, -2.2971], [0.2474, -1.7029, -1.1627], [0.2049, -0.4144, -1.3344], [0.6397, 0.0290, -2.5865], [0.2067, 1.2058, -2.8868], [-0.8271, 2.2075, -1.9164], [0.6809, 1.8495, -4.4726], [0.1695, 0.4280, -5.5114], [-1.3239, 0.2519, -5.5432], [-1.9554, -0.5909, -4.6328], [-3.3423, -0.6729, -4.5866], [-4.1128, 0.0875, -5.4538], [-3.4904, 0.9202, -6.3763], [-2.1071, 1.0016, -6.4179], [-0.2435, -2.3119, 0.0750], [-0.0902, -3.6938, 0.3011], [-0.6054, -4.3156, 1.4133], [-1.3211, -3.5629, 2.3475], [-1.4753, -2.2076, 2.1731], [-0.9274, -1.5583, 1.0592], [-1.0523, -0.2518, 1.0009], [1.7661, -2.2273, -2.5556], [0.1463, -2.3704, -3.1808], [0.7551, -3.6058, -2.0760], [0.6803, -0.4513, -5.1266], [0.5687, 0.6782, -6.4948], [-1.3561, -1.1801, -3.9470], [-3.8187, -1.3248, -3.8646], [-5.1936, 0.0352, -5.4096], [-4.0861, 1.5140, -7.0583], [-1.6240, 1.6638, -7.1292], [0.4638, -4.2956, -0.4018], [-0.4641, -5.3791, 1.5553], [-1.7468, -4.0425, 3.2207], [-2.0094, -1.5993, 2.8923], [1.9479, -1.3139, 2.6402], [3.5513, -1.0738, 1.6096], [3.2393, -1.0006, -0.2855], [4.1984, -1.9148, 1.8074], [4.0058, -0.1403, 1.9066], [1.6390, 2.1151, 7.2748], [1.3362, 2.2373, 5.8029], [2.3260, 1.9632, 4.8580], [2.0764, 2.1033, 3.5060], [0.8120, 2.5044, 3.0953], [-0.1940, 2.7774, 4.0082], [0.0805, 2.6431, 5.3617], [0.5313, 2.7523, 1.3876], [1.0011, 4.0403, 1.0044], [-0.9077, 2.4472, 1.1215], [1.2039, 1.5998, 0.6783], [2.1841, 1.1942, 7.4872], [0.7270, 2.1203, 7.8706], [2.2621, 2.9489, 7.6048], [3.3036, 1.6321, 5.1915], [2.8435, 1.9086, 2.7665], [-1.1757, 3.0741, 3.6604], [-0.6982, 2.8547, 6.0857]],
  "forces_ev_per_angstrom": [[0.11, -0.26, -0.48], [-0.01, 0.07, 0.07], [-0.16, -0.14, -0.03], [-0.17, 0.06, -0.08], [0.00, 0.16, 0.17], [-0.05, -0.15, 0.01], [0.04, -0.07, 0.03], [-0.20, -0.04, 0.01], [0.05, 0.03, 0.06], [0.04, 0.13, 0.12], [-0.06, -0.05, -0.03], [0.07, 0.02, -0.02], [0.03, 0.00, 0.00], [0.01, -0.02, 0.01], [0.02, -0.01, 0.00], [-0.06, -0.04, -0.10], [0.02, 0.06, 0.01], [-0.03, -0.02, 0.05], [0.05, 0.01, 0.00], [-0.07, -0.10, 0.04], [0.15, -0.08, -0.17], [-0.45, 0.19, 0.08], [-0.02, -0.02, -0.02], [0.02, -0.04, 0.01], [0.00, -0.02, 0.00], [0.00, -0.03, -0.09], [-0.02, -0.08, -0.02], [-0.08, 0.08, -0.06], [0.01, 0.01, -0.02], [0.03, -0.01, -0.02], [0.01, -0.01, 0.01], [-0.03, -0.01, 0.04], [-0.01, -0.01, -0.01], [0.00, 0.04, 0.00], [0.01, 0.00, -0.02], [0.03, 0.00, -0.03], [0.06, -0.08, 0.07], [-0.03, -0.03, 0.03], [0.30, 0.02, 0.07], [0.06, -0.04, 0.01], [0.04, 0.08, 0.00], [-0.01, -0.01, -0.11], [0.03, -0.01, 0.08], [0.01, 0.01, 0.04], [-0.05, 0.09, 0.02], [0.03, 0.05, 0.12], [0.04, -0.08, -0.04], [-0.03, 0.00, -0.01], [0.19, 0.30, 0.07], [-0.08, -0.06, 0.12], [0.05, 0.10, 0.03], [0.05, 0.03, -0.08], [-0.02, 0.02, -0.01], [0.01, 0.00, -0.02], [-0.01, -0.01, 0.00], [-0.04, 0.03, -0.02], [-0.02, -0.02, 0.06], [0.04, 0.00, 0.03], [0.03, -0.02, -0.02]],
  "orbital_gap_ev": 7.99,
  "charge": 0,
  "homo_ha": -0.3052
}

Entry 2:
{
  "formula": "C24H23Cl3N7O3Ru",
  "method": "ωB97M-V/def2-TZVPD",
  "elements": ["Ru", "O", "C", "C", "C", "C", "C", "C", "C", "N", "N", "C", "O", "C", "C", "C", "C", "C", "C", "H", "H", "H", "H", "H", "H", "H", "H", "H", "H", "Cl", "C", "C", "C", "Cl", "C", "O", "C", "Cl", "C", "H", "H", "C", "N", "C", "C", "N", "N", "C", "N", "N", "H", "H", "H", "H", "H", "H", "H", "H", "H", "H", "H"],
  "positions_angstrom": [[-0.6510, -0.5290, -0.6249], [-0.4010, -1.6612, -2.2905], [0.4630, -1.2402, -3.1759], [0.1266, -1.2281, -4.5445], [1.0294, -0.7982, -5.4960], [2.3150, -0.3781, -5.1422], [2.6742, -0.4034, -3.8095], [1.7689, -0.8007, -2.8214], [2.1877, -0.8868, -1.4374], [1.3469, -0.9067, -0.4746], [1.8028, -1.2065, 0.8037], [0.8014, -1.7591, 1.4586], [-0.3806, -1.9166, 0.9939], [1.0585, -2.1753, 2.8661], [2.3515, -2.2280, 3.3819], [2.5551, -2.5736, 4.7080], [1.4712, -2.8671, 5.5267], [0.1831, -2.8218, 5.0133], [-0.0240, -2.4798, 3.6848], [-0.8649, -1.5649, -4.8193], [0.7345, -0.7959, -6.5386], [3.0217, -0.0680, -5.8996], [3.6779, -0.1173, -3.5113], [3.2390, -1.0197, -1.1896], [3.1853, -2.0029, 2.7310], [3.5614, -2.6220, 5.1044], [1.6326, -3.1372, 6.5626], [-0.6625, -3.0571, 5.6465], [-1.0201, -2.4531, 3.2630], [-7.8944, 1.2822, 0.7729], [-6.3260, 0.7846, 0.2004], [-5.3509, 0.4145, 1.1065], [-4.1132, 0.0225, 0.6334], [-2.8926, -0.4887, 1.7538], [-3.7740, -0.0179, -0.7349], [-2.6252, -0.3576, -1.2301], [-4.8199, 0.3739, -1.6016], [-4.4932, 0.3798, -3.3083], [-6.0671, 0.7641, -1.1591], [-5.5494, 0.4210, 2.1686], [-6.8273, 1.0552, -1.8697], [1.2603, 2.0128, 2.8442], [1.5610, 2.3708, 1.4628], [3.0003, 2.4657, 1.2096], [0.7510, 1.8188, 0.5044], [-0.1947, 0.9823, 0.7494], [1.0065, 2.2646, -0.7866], [0.2981, 1.9485, -1.9381], [0.6154, 2.7110, -3.0278], [-0.6085, 1.0528, -1.9307], [1.8412, 2.6617, 3.4954], [1.5173, 0.9690, 3.0620], [0.2067, 2.1856, 3.0581], [3.4310, 3.1559, 1.9317], [3.2252, 2.8483, 0.2179], [3.4750, 1.4853, 1.3167], [-0.2337, 0.6907, 1.7176], [1.6025, 3.0710, -0.8461], [1.5022, 3.1871, -3.0247], [0.3994, 2.2829, -3.9157], [-1.1065, 0.8999, -2.8011]],
  "forces_ev_per_angstrom": [[0.29, 0.28, -0.75], [-0.06, -0.13, 0.11], [0.00, -0.01, 0.07], [0.02, -0.03, -0.03], [-0.02, -0.01, 0.01], [0.01, -0.01, 0.02], [-0.01, 0.02, -0.03], [-0.02, 0.06, 0.02], [0.02, -0.08, -0.04], [-0.05, 0.22, 0.13], [-0.06, -0.08, 0.02], [0.00, -0.01, -0.01], [-0.12, 0.14, -0.15], [-0.01, 0.00, -0.01], [0.00, 0.01, 0.00], [0.00, 0.00, 0.00], [0.00, 0.00, 0.00], [0.00, 0.00, -0.01], [-0.01, -0.03, 0.00], [0.00, 0.00, 0.00], [0.00, 0.00, 0.00], [0.00, 0.01, 0.00], [0.00, 0.01, 0.00], [0.00, -0.08, 0.00], [0.00, 0.00, 0.00], [0.00, 0.00, 0.00], [0.00, 0.00, 0.00], [0.00, 0.00, 0.00], [0.00, 0.01, 0.00], [0.01, 0.00, 0.00], [-0.01, 0.00, 0.03], [-0.02, 0.00, -0.01], [0.15, -0.06, -0.15], [-0.15, 0.00, 0.26], [-0.05, 0.05, -0.02], [0.13, -0.13, 0.56], [0.00, 0.02, 0.02], [-0.01, 0.01, -0.01], [-0.01, 0.00, -0.04], [0.01, 0.00, 0.00], [0.00, 0.00, 0.00], [0.00, -0.03, -0.01], [-0.04, 0.10, 0.00], [0.00, -0.02, -0.01], [-0.04, 0.03, -0.04], [-0.15, -0.14, 0.14], [0.12, -0.12, -0.01], [-0.20, 0.14, 0.11], [-0.01, 0.05, 0.01], [0.30, -0.26, -0.21], [0.01, -0.01, 0.00], [-0.01, 0.00, 0.00], [0.00, 0.01, 0.00], [0.00, 0.00, 0.00], [-0.01, 0.00, 0.00], [0.00, 0.00, 0.00], [0.01, -0.01, 0.00], [-0.01, 0.01, 0.01], [0.00, 0.00, 0.00], [0.00, 0.00, 0.00], [-0.03, 0.06, 0.00]],
  "orbital_gap_ev": [7.04, 6.72],
  "charge": 0,
  "homo_ha": [-0.2666, -0.2672],
  "multiplicity": 2
}

Entry 3:
{
  "formula": "C24H23ClF6N3",
  "method": "ωB97M-V/def2-TZVPD",
  "elements": ["C", "N", "C", "C", "F", "F", "F", "C", "C", "C", "C", "C", "C", "C", "C", "C", "N", "C", "C", "C", "F", "F", "F", "C", "C", "C", "C", "H", "H", "H", "H", "H", "H", "H", "H", "H", "H", "H", "H", "H", "H", "H", "H", "H", "H", "H", "Cl", "C", "C", "C", "N", "C", "C", "H", "H", "H", "H"],
  "positions_angstrom": [[-5.7536, 0.5652, 1.7630], [-4.5756, 1.1319, 2.4098], [-4.7898, 2.2951, 3.2593], [-4.7440, 3.5474, 2.4142], [-4.9273, 4.6922, 3.1179], [-3.5287, 3.6517, 1.7644], [-5.6996, 3.4911, 1.4212], [-3.3060, 0.7631, 2.0282], [-2.2465, 0.5874, 2.9700], [-0.9970, 0.2303, 2.5020], [-0.7123, 0.0753, 1.1079], [0.5656, -0.3969, 0.7005], [0.8975, -1.0074, -0.5439], [2.2575, -1.3750, -0.8218], [2.6823, -1.7014, -2.0936], [1.7377, -1.7336, -3.1713], [2.0528, -1.9474, -4.5116], [2.7666, -0.9291, -5.2718], [1.8508, -3.2520, -5.1429], [0.4933, -3.5238, -5.7477], [0.4880, -4.7140, -6.4330], [-0.4961, -3.6190, -4.7938], [0.1095, -2.5343, -6.6217], [0.3782, -1.5269, -2.8831], [-0.0429, -1.2655, -1.5988], [-1.7628, 0.4248, 0.1977], [-3.0429, 0.6418, 0.6478], [-5.5643, -0.4958, 1.5313], [-6.5983, 0.6467, 2.4555], [-5.9969, 1.0895, 0.8204], [-5.7782, 2.1892, 3.7254], [-3.9751, 2.3538, 3.9916], [-2.4988, 0.6562, 4.0371], [-0.1939, 0.0282, 3.2152], [1.3687, -0.2770, 1.4332], [2.9656, -1.3407, 0.0192], [3.7372, -1.9377, -2.3055], [3.2102, -0.2189, -4.5548], [3.5483, -1.3997, -5.8817], [2.0812, -0.3663, -5.9386], [2.5794, -3.3250, -5.9660], [1.9940, -4.0229, -4.3693], [-0.2976, -1.5975, -3.7422], [-1.1028, -1.2100, -1.4033], [-1.5860, 0.5098, -0.8674], [-3.8824, 0.8076, -0.0397], [6.2731, 2.9391, 4.6354], [5.0374, 2.0188, 3.8845], [4.6312, 2.2827, 2.5742], [3.6070, 1.5054, 2.0079], [2.9765, 0.5157, 2.6569], [3.3998, 0.2407, 3.9022], [4.4118, 0.9606, 4.5584], [5.1112, 3.0795, 2.0170], [3.2685, 1.6744, 0.9796], [2.8986, -0.5954, 4.3892], [4.7198, 0.7178, 5.5654]],
  "forces_ev_per_angstrom": [[0.22, -0.02, -0.83], [-0.11, -0.18, 0.71], [0.40, -0.78, 0.06], [0.09, 1.13, -1.31], [0.10, -1.16, -0.56], [-1.20, -0.07, 0.74], [0.90, 0.23, 1.05], [0.21, 0.31, 0.17], [-0.27, -0.03, -0.49], [0.06, 0.18, 0.35], [0.07, 0.51, -0.38], [-0.75, -0.26, -0.05], [0.04, -0.52, -0.86], [-0.07, 0.70, 0.54], [-0.16, -0.15, -0.93], [-0.27, 0.42, 1.05], [0.42, -0.72, -0.86], [-0.15, 0.32, 0.18], [0.32, 0.44, 0.74], [-1.45, -0.16, -0.82], [0.11, 1.38, 0.76], [0.88, 0.07, -0.92], [0.37, -1.02, 0.90], [0.19, -0.37, -0.02], [0.22, 0.45, 0.38], [-0.56, -0.63, 0.25], [0.07, -0.17, -0.30], [-0.14, 0.41, 0.18], [0.17, -0.07, -0.23], [-0.13, -0.22, 0.40], [0.42, 0.31, 0.12], [-0.44, 0.17, 0.05], [0.43, -0.02, -0.53], [-0.24, 0.02, -0.22], [-0.01, -0.29, 0.02], [-0.22, 0.07, -0.49], [-0.61, 0.14, 0.19], [-0.01, -0.22, -0.43], [-0.05, 0.25, 0.16], [0.36, -0.25, 0.29], [-0.19, -0.31, 0.40], [0.17, -0.06, -0.53], [0.04, 0.02, 0.68], [0.08, -0.06, -0.03], [0.12, 0.10, 0.22], [0.62, 0.11, 0.20], [-0.01, 0.00, -0.01], [-0.94, -0.83, -0.49], [-0.20, -0.20, -0.04], [0.22, 0.12, 0.40], [0.62, 0.17, 0.26], [0.33, 0.53, -0.04], [-0.18, 0.06, -0.45], [-0.13, -0.11, -0.03], [0.21, 0.14, 0.35], [0.17, 0.22, 0.05], [-0.09, -0.10, 0.01]],
  "orbital_gap_ev": 6.08,
  "charge": 1,
  "homo_ha": -0.4123
}

Number 1: DFT total energy -7924.0538 hartree. Number 2: DFT total energy -3012.8955 hartree. Number 3: DFT total energy -2151.7508 hartree.